[1]
ORCA calculation (ωB97M-V/def2-TZVPD) on C21H44HfO3P2 as an isolated structure at a distorted geometry.

Properties
* total charge: +4
* Kohn-Sham gap: 5.10 eV
* electronic energy: -48468.6484 eV

Positions of all 71 atoms, in Å:
Hf -0.1748 0.4415 0.2956
C -1.9133 -0.5889 -0.4500
O -2.7746 -1.2869 -0.8342
C 1.9292 0.0481 0.4709
O 3.0670 -0.2544 0.5642
P 0.5460 0.7254 -2.1994
C 0.2306 2.5354 -2.4641
H 0.5616 2.7373 -3.4865
C 2.3137 0.5503 -2.7243
H 2.8465 0.9331 -1.8376
C -0.5157 -0.0460 -3.5105
H -1.5316 0.1669 -3.1316
C -1.8192 -2.2515 2.6727
P -0.5439 -0.9657 2.3749
H -1.2093 0.5169 4.0999
H -2.6722 -1.8897 2.0815
C 0.7247 -1.2269 3.6795
H 0.1076 -1.3439 4.5787
C 2.7377 -0.9129 -2.8922
H 3.8360 -0.9569 -2.8252
H 2.4666 -1.3142 -3.8785
H 2.3384 -1.5740 -2.1109
C 2.7102 1.3894 -3.9447
H 2.2445 1.0154 -4.8639
H 3.7997 1.3202 -4.0667
H 2.4708 2.4522 -3.8216
C -0.3420 0.5905 -4.8956
H -0.3907 1.6861 -4.8772
H -1.1690 0.2509 -5.5344
H 0.5977 0.2691 -5.3624
C -0.3815 -1.5720 -3.5753
H -1.2519 -1.9608 -4.1248
H -0.3740 -2.0500 -2.5880
H 0.5092 -1.8868 -4.1300
C -1.2630 2.8575 -2.4130
H -1.8277 2.3891 -3.2262
H -1.3996 3.9475 -2.4616
H -1.7532 2.5029 -1.4942
C 1.0872 3.3935 -1.5302
H 0.8056 3.3055 -0.4665
H 0.9652 4.4518 -1.8063
H 2.1563 3.1492 -1.5999
C -2.2051 -2.3087 4.1497
H -2.4123 -1.3259 4.5847
H -1.4290 -2.7904 4.7544
H -3.1170 -2.9066 4.2656
C -1.4180 -3.6060 2.1034
H -0.6554 -4.1107 2.7072
C -0.5834 1.8536 2.5209
H -1.0459 -3.5326 1.0757
H -2.3027 -4.2594 2.0929
C -2.8389 0.6533 2.6835
H -0.5634 2.0164 1.3948
H -1.1757 2.7193 2.8498
H 0.4406 1.9902 2.9097
C -1.3319 0.5933 3.0096
H -3.1920 1.6964 2.7340
H -3.4304 0.0605 3.3886
H -3.0990 0.3004 1.6682
C 1.6526 -0.0344 3.8715
H 2.2098 0.1865 2.9518
H 2.3820 -0.2981 4.6494
H 1.1286 0.8664 4.2025
C 1.5422 -2.4896 3.4319
H 2.0257 -2.4675 2.4441
H 0.9502 -3.4090 3.5136
H 2.3379 -2.5358 4.1921
H -1.8757 2.9180 0.4474
H -1.1790 2.9849 0.0768
O 0.9270 -2.6894 -0.3094
C 0.5132 -1.6196 -0.0549



[2]
ORCA calculation (ωB97M-V/def2-TZVPD) on a 7-piece molecular cluster, C5H24N2O9 overall at a distorted geometry.

Properties
* total charge: 0
* Kohn-Sham gap: 8.86 eV
* electronic energy: -26981.1550 eV
* energy above the lowest of the compared OMol25 structures with the same formula, charge and spin: 36.1 kcal/mol

Positions of all 40 atoms, in Å:
C -2.3337 -2.5349 1.0708
O -3.5293 -2.5161 1.2354
N -1.6705 -3.4223 1.6664
N -1.5436 -1.7390 0.3827
H -2.1906 -4.0659 2.2455
H -0.6752 -3.4888 1.5081
H -0.5857 -2.0461 0.2912
H -1.8722 -0.8871 -0.0491
C 2.2004 -3.3051 0.3826
C 2.8115 -2.2729 -0.5751
O 3.6215 -1.3138 0.1141
O 1.0844 -2.8433 1.0869
H 2.9711 -3.7657 1.0008
H 1.8751 -4.1867 -0.1697
H 2.0136 -1.7703 -1.1217
H 3.4526 -2.7848 -1.2927
H 3.9339 -0.5858 -0.4281
H 1.2918 -2.3110 1.8585
C -1.6120 2.6732 0.5620
C -3.1828 3.0630 0.4242
O -3.5861 2.7795 -0.8927
O -1.5688 1.2199 0.7019
H -1.1658 3.0682 1.4747
H -1.0152 3.2003 -0.1823
H -3.3624 4.0966 0.7200
H -3.8349 2.5160 1.1052
H -3.1352 3.3677 -1.5028
H -0.8701 0.9840 1.3165
O -0.2219 2.6139 -3.1812
H 0.2181 3.4621 -3.1253
H -0.0268 2.3001 -4.0642
O 0.8647 0.4005 1.5444
H 1.3688 1.1736 1.7982
H 1.5086 -0.1864 1.1479
O 2.7032 2.5189 -1.0663
H 2.5261 2.5555 -0.1263
H 2.0905 1.8638 -1.4005
O 0.8490 0.5994 -1.4337
H 0.5273 1.2140 -2.0932
H 0.0705 0.3555 -0.9330



[3]
ORCA calculation (ωB97M-V/def2-TZVPD) on C19H28N2O as an isolated structure at a distorted geometry.

Properties
* total charge: 0
* Kohn-Sham gap: 8.22 eV
* electronic energy: -25168.4422 eV
* energy above the lowest of the compared OMol25 structures with the same formula, charge and spin: 416.4 kcal/mol

Positions of all 50 atoms, in Å:
C -4.9818 -1.6413 -1.0222
C -3.7120 -0.9924 -0.4544
C -2.5904 -1.4739 0.0597
N -1.8700 -0.6235 0.5899
C -2.4675 0.4561 0.2411
C -2.1043 1.8232 0.7644
C -2.9451 2.8490 0.5379
C -4.0995 2.8047 -0.3978
C -4.5768 1.5467 -0.6932
C -3.6896 0.3801 -0.2759
H -5.5289 1.5783 -1.0802
H -4.7839 3.7427 -0.6271
H -2.5135 3.7994 0.4933
H -1.0819 2.1602 1.2462
C -0.6489 -0.8071 1.0879
H -0.5742 -0.0721 2.1256
H -0.5582 -1.9461 1.7195
C 0.4737 -0.7217 0.2803
O 0.7762 -1.7879 -0.5347
H 1.5560 -1.8516 -0.6799
C 1.7837 -0.3027 0.8096
N 2.8146 -0.3900 0.1281
C 4.1394 -0.8301 0.6912
C 5.2955 -0.9699 -0.1164
H 6.1191 -1.4146 0.0073
C 6.0402 0.3564 -0.7406
H 5.8457 0.2804 -1.8092
C 5.3996 1.7121 -0.0541
C 3.8242 1.8016 -0.3000
C 3.1615 0.5855 -0.8731
H 3.6414 0.3462 -1.8826
H 2.1073 0.9396 -1.3874
H 3.9145 2.6300 -1.1824
H 3.3523 2.1314 0.4239
H 5.9371 2.3565 -0.2704
H 5.4911 1.6155 1.0941
H 7.0581 0.3295 -0.7071
H 5.0836 -1.5882 -0.9010
H 3.9205 -1.9132 1.0181
H 4.2728 -0.1991 1.6081
H 2.0485 -1.0624 1.8994
H 1.6316 0.7972 1.5389
H 0.1441 0.0727 -0.4992
C -2.4080 -3.1393 0.1804
H -2.4997 -3.3037 1.1090
H -1.1901 -3.1895 -0.2381
H -2.9542 -3.7083 -0.4024
H -4.7299 -2.8533 -1.2006
H -5.1892 -1.1036 -2.1878
H -6.0631 -1.4432 -0.4549



[4]
ORCA calculation (ωB97M-V/def2-TZVPD) on a 2-piece molecular cluster, C5H15N3O overall at a distorted geometry.

Properties
* total charge: 0
* Kohn-Sham gap: 9.50 eV
* electronic energy: -11944.1688 eV
* energy above the lowest of the compared OMol25 structures with the same formula, charge and spin: 59.5 kcal/mol

Positions of all 24 atoms, in Å:
C -0.1829 0.5178 -1.5202
C 0.8627 1.6077 0.7775
C -1.3059 0.6391 0.8697
C -1.3789 -0.0986 -2.1908
N 0.0317 0.5007 0.2811
H -0.2578 1.6041 -1.5905
H 0.7554 0.2438 -1.9950
H 0.4129 2.5826 0.5659
H 1.0161 1.5294 1.8617
H 1.8493 1.5790 0.3160
H -1.2599 0.6652 1.9656
H -1.7813 1.5780 0.5695
H -1.9277 -0.2054 0.5728
H -1.2797 -1.1757 -2.3161
H -1.4686 0.3213 -3.2012
H -2.3105 0.1167 -1.6634
C 0.7343 -1.4475 0.4099
N 2.0980 -1.0729 0.3570
N 0.3649 -1.8577 1.7038
O 0.2570 -2.1148 -0.5733
H 0.3537 -1.0865 2.3596
H 2.4681 -1.0779 -0.5841
H 2.4584 -0.9848 1.3043
H -0.5094 -2.3634 1.7202



[5]
ORCA calculation (ωB97M-V/def2-TZVPD) on C3H8P2 as an isolated structure at a distorted geometry.

Properties
* total charge: 0
* Kohn-Sham gap: 8.94 eV
* electronic energy: -21815.1489 eV
* energy above the lowest of the compared OMol25 structures with the same formula, charge and spin: 37.3 kcal/mol

Positions of all 13 atoms, in Å:
C 0.5115 -2.0762 -0.8255
C -0.4301 -1.1928 -0.4460
C -0.5055 0.1414 -1.1355
P -0.4786 2.5268 1.3809
P 0.9748 1.5439 -0.0141
H 0.5029 -3.0658 -0.3596
H 1.1863 -2.0287 -1.6030
H -0.8758 -1.3282 0.5123
H -0.1910 0.1103 -2.1675
H -1.3849 0.5608 -0.7775
H -0.8312 1.4070 2.0492
H 0.5123 2.8838 2.3051
H 1.0093 0.5176 1.0814



[6]
ORCA calculation (ωB97M-V/def2-TZVPD) on the molecule C5H8N2O2S at a distorted geometry.

Properties
* total charge: 0
* Kohn-Sham gap (alpha / beta): 7.45 / 7.46 eV
* electronic energy: -23217.7119 eV
* energy above the lowest of the compared OMol25 structures with the same formula, charge and spin: 193.4 kcal/mol

Positions of all 18 atoms, in Å:
C 0.0176 0.3535 0.5139
C -1.2357 1.4197 -0.4019
C 0.0546 -1.1636 0.4419
C 2.3319 0.1444 0.7916
C -0.6419 -1.8562 -0.6889
N 1.1724 0.8950 0.9400
N 3.2754 0.8789 -0.1427
O 3.1643 2.0951 -0.0177
O 3.9108 0.2364 -0.9368
S 1.8599 -1.5938 0.3501
H -1.0257 2.4520 -0.1050
H -2.2713 1.3032 -0.2470
H -0.3942 -1.4523 1.4394
H 3.0018 -0.0791 1.7315
H -0.3271 -1.4134 -1.6466
H -1.7142 -1.5290 -0.5564
H -0.6653 -2.9700 -0.7503
H 1.3183 1.8870 0.8477



[7]
ORCA calculation (ωB97M-V/def2-TZVPD) on the molecule C6H14N2O at a distorted geometry.

Properties
* total charge: 0
* Kohn-Sham gap: 9.21 eV
* electronic energy: -11474.1372 eV
* energy above the lowest of the compared OMol25 structures with the same formula, charge and spin: 83.8 kcal/mol

Positions of all 23 atoms, in Å:
C -0.2623 -0.1146 -1.5306
C -1.1451 -1.3777 1.8125
C -1.6680 1.8011 -0.8980
C 1.6494 -1.5996 0.4863
N -1.0855 0.5275 -0.5368
C 0.5043 0.5294 -0.3770
N 1.1777 1.7882 -0.6472
C 1.0056 -0.2637 0.8051
O -0.1439 -0.3919 1.8483
H 2.1760 1.7366 -0.4700
H 0.9841 2.1688 -1.5674
H -0.3434 -1.1943 -1.5603
H -0.1817 0.3559 -2.5074
H 1.7419 0.3431 1.3424
H -1.3559 -1.7050 2.8379
H -0.8753 -2.2569 1.2190
H -2.0912 -0.9595 1.4518
H -1.2956 2.6032 -0.2487
H -1.4874 2.1028 -1.9373
H -2.7502 1.7451 -0.7476
H 2.5602 -1.4633 -0.1066
H 1.9054 -2.1239 1.4123
H 0.9809 -2.2511 -0.0806



[8]
ORCA calculation (ωB97M-V/def2-TZVPD) on a 2-piece molecular cluster, C30H27N2O2 overall at a distorted geometry.

Properties
* total charge: +1
* Kohn-Sham gap: 4.53 eV
* electronic energy: -38613.8956 eV
* energy above the lowest of the compared OMol25 structures with the same formula, charge and spin: 93.6 kcal/mol

Positions of all 61 atoms, in Å:
C 2.0796 -4.5206 4.8974
O 2.9362 -3.7706 4.0680
C 2.2923 -3.1204 3.0245
C 3.0534 -2.2871 2.1866
C 2.4864 -1.6185 1.1361
C 1.1168 -1.7597 0.8482
C 0.5381 -1.0961 -0.2668
C -0.7905 -1.2392 -0.5979
C -1.4546 -0.6066 -1.6247
C -2.8400 -0.8060 -1.8651
C -3.4753 -0.1920 -2.9595
C -4.8120 -0.3698 -3.1842
C -5.6016 -1.1643 -2.3343
O -6.9546 -1.2826 -2.6217
C -7.6780 -2.0779 -1.7128
C -4.9691 -1.7858 -1.2462
C -3.6327 -1.6131 -1.0207
C 0.3523 -2.5817 1.7041
C 0.9206 -3.2409 2.7549
H 2.6686 -4.9487 5.7091
H 1.3142 -3.8678 5.3226
H 1.6234 -5.3309 4.3246
H 4.1030 -2.1879 2.3950
H 3.0808 -0.9643 0.5227
H 1.1658 -0.4701 -0.8754
H -1.3661 -1.9136 0.0035
H -0.9158 0.0781 -2.2545
H -2.8875 0.4191 -3.6223
H -5.2929 0.0997 -4.0235
H -8.7219 -2.0913 -2.0264
H -7.2919 -3.0987 -1.7233
H -7.6152 -1.6500 -0.7104
H -5.5413 -2.4042 -0.5771
H -3.1925 -2.0979 -0.1688
H -0.7052 -2.6877 1.5468
H 0.3057 -3.8646 3.3790
C 1.5958 2.5536 0.4122
N 0.9504 2.7612 1.5604
N 0.4055 2.9834 2.5640
C 0.9413 3.1019 -0.7580
C 1.3304 2.8976 -2.0931
C 0.7259 3.5774 -3.1223
C -0.2866 4.4804 -2.8655
C -0.7211 4.6698 -1.5678
C -0.1267 3.9884 -0.5343
C 2.9852 2.1716 0.5580
C 3.8404 1.7581 -0.4774
C 5.1800 1.5526 -0.2535
C 5.7180 1.7464 1.0029
C 4.8938 2.1096 2.0507
C 3.5526 2.3097 1.8368
H 2.0792 2.1735 -2.3361
H 1.0550 3.4136 -4.1353
H -0.7341 5.0350 -3.6747
H -1.5185 5.3653 -1.3701
H -0.4375 4.1588 0.4823
H 3.4541 1.5583 -1.4546
H 5.8161 1.2516 -1.0693
H 6.7764 1.6169 1.1634
H 5.3130 2.2514 3.0318
H 2.9128 2.6273 2.6424



[9]
ORCA calculation (ωB97M-V/def2-TZVPD) on C31H47ClN4O9PSeY as an isolated structure at a distorted geometry.

Properties
* total charge: -2
* Kohn-Sham gap: 6.01 eV
* electronic energy: -145507.3988 eV
* energy above the lowest of the compared OMol25 structures with the same formula, charge and spin: 0.0 kcal/mol

Positions of all 95 atoms, in Å:
Y 9.1721 12.4454 12.8345
O 7.3260 13.0336 16.5351
C 7.9349 13.4728 15.5536
O 8.9136 12.9421 14.9844
C 7.4997 14.8287 14.9961
C 8.6637 15.6086 14.3627
C 8.2674 17.1010 14.2588
C 7.2635 17.0780 13.0785
C 7.2292 15.5666 12.7235
O 8.6182 15.1774 12.9790
C 6.4480 14.7865 13.7937
C 6.0574 13.3931 13.2596
O 4.8586 13.1326 13.1747
O 7.0209 12.6412 12.9646
H 7.0602 15.4030 15.8176
H 9.6512 15.4175 14.7826
H 7.8544 17.4659 15.2068
H 9.1719 17.6815 14.0500
H 6.2755 17.4425 13.3856
H 7.6418 17.6961 12.2485
H 6.9281 15.3386 11.7142
H 5.5039 15.2569 14.1064
N 11.0736 11.2902 11.4307
N 12.0291 10.6797 12.2265
C 11.9144 10.8148 13.5570
O 12.6943 9.9809 14.2729
O 11.1338 11.5821 14.1263
H 10.4112 10.5952 11.1127
H 11.5335 11.7251 10.6636
H 12.3718 9.7771 11.9613
O 10.0652 8.3693 12.9871
C 9.3556 9.1762 13.5880
O 8.7915 10.1844 13.0622
C 9.1675 8.9786 15.0978
N 10.4515 9.2188 15.8586
C 10.6055 8.1668 16.8226
C 10.1305 6.9596 16.0210
C 8.8077 7.5275 15.4676
H 8.4129 9.6801 15.4309
H 10.4600 10.1425 16.3053
H 12.1002 9.6441 15.0148
H 9.9794 8.2606 17.7071
H 11.6319 8.0449 17.1828
H 10.0256 6.0175 16.5763
H 10.8001 6.7932 15.1619
H 8.0853 7.5218 16.2891
H 8.3709 6.9625 14.6418
Se 11.8812 14.7409 12.6568
C 13.0742 13.7811 11.7196
N 13.8067 13.1402 11.0748
Cl 7.3445 10.8234 9.9068
C 8.8233 11.3029 9.0952
C 9.4089 10.4111 8.2212
C 10.6519 10.7349 7.6521
C 11.1837 11.9925 7.8750
C 10.5711 12.8806 8.7264
C 9.3776 12.5494 9.4156
C 8.8869 13.4029 10.4544
H 8.9516 9.4586 7.9952
H 11.1940 10.0036 7.0415
H 12.1292 12.2526 7.3750
H 11.0057 13.8599 8.9259
H 7.7902 13.5168 10.5395
H 9.3972 14.3588 10.6001
C 9.3936 15.7427 19.0317
C 10.8956 15.5960 18.7034
C 11.6723 15.1142 19.9276
P 11.0618 14.7069 17.0398
C 11.2723 12.8793 17.3638
C 10.0924 12.3631 18.2017
C 12.6051 12.3846 17.9652
C 12.7148 15.3519 16.4177
C 13.8917 15.4719 17.3897
C 12.3879 16.7379 15.8198
H 9.2644 16.3479 19.9379
H 8.9361 14.7610 19.2013
H 8.8423 16.1852 18.2173
H 11.2348 16.5856 18.4362
H 11.2920 14.1469 20.2752
H 11.5568 15.8217 20.7816
H 12.7410 15.0056 19.6992
H 11.1864 12.4854 16.3478
H 10.1790 12.7498 19.2296
H 10.1802 11.2731 18.2992
H 9.1301 12.6028 17.7627
H 12.7633 12.8495 18.9377
H 13.4460 12.5526 17.2871
H 12.5550 11.3048 18.1323
H 12.9379 14.7197 15.5670
H 13.6419 16.2146 18.1687
H 14.8154 15.7445 16.8997
H 14.0969 14.5502 17.9240
H 11.5826 16.7029 15.0939
H 12.0709 17.4289 16.6199
H 13.2294 17.1473 15.2700



[10]
ORCA calculation (ωB97M-V/def2-TZVPD) on C6H6O2 as an isolated structure at a distorted geometry.

Properties
* total charge: 0
* Kohn-Sham gap: 7.57 eV
* electronic energy: -10406.8030 eV
* energy above the lowest of the compared OMol25 structures with the same formula, charge and spin: 152.3 kcal/mol

Positions of all 14 atoms, in Å:
C -1.1142 0.2122 -0.3207
C -0.6187 1.0172 0.8386
C -0.0734 -0.7778 0.1781
C -0.0704 -2.1061 0.2925
O -0.9185 2.1984 1.2944
C 1.4336 0.2734 -0.6278
C 2.4857 0.4631 -1.2118
O -0.0373 0.1460 1.5480
H -1.3900 2.7174 0.6263
H -0.9802 0.6227 -1.3144
H -2.1406 -0.1248 -0.1202
H 0.6353 -2.6083 0.9366
H -0.6253 -2.6921 -0.4268
H 3.4139 0.6588 -1.6927



[11]
ORCA calculation (ωB97M-V/def2-TZVPD) on a 2-piece molecular cluster, C2H2IO2S overall at a distorted geometry.

Properties
* total charge: -1
* Kohn-Sham gap: 5.50 eV
* electronic energy: -25137.2640 eV
* energy above the lowest of the compared OMol25 structures with the same formula, charge and spin: 23.3 kcal/mol

Positions of all 8 atoms, in Å:
C 1.7361 -1.4848 -0.7583
C -1.1183 0.3604 0.1240
O 1.8860 -0.9562 -1.7963
O 1.5226 -2.0209 0.2204
S -0.8998 0.9255 1.8099
I -0.9252 2.0114 -1.4785
H -0.1883 -0.2988 0.0680
H -2.0131 1.4634 1.8107